a:
8
Properties=species:S:1:pos:R:3 method="wB97M-V/def2-TZVPD" homo_ha="-0.3183 / -0.3184" homo_lumo_gap_ev="7.5 / 7.5" charge=0
C -1.113 -0.317 -0.084
N 0.025 0.537 -0.367
O 3.058 0.569 0.114
P 2.038 -0.393 0.395
H -1.168 -0.945 -1.071
H -1.060 -0.883 0.792
H -2.039 0.178 -0.171
H 0.258 1.255 0.392



b:
8
Properties=species:S:1:pos:R:3 method="wB97M-V/def2-TZVPD" homo_ha=-0.3440 homo_lumo_gap_ev=10.0 charge=0
C -1.231 0.723 0.076
N -0.477 -0.219 0.005
O -1.817 1.731 0.019
P -0.350 -1.877 0.057
H 1.176 1.891 0.352
H 1.575 1.744 -0.172
H 0.338 -2.039 -1.324
H 0.786 -1.954 0.987



The most stable structure shown above is b; the least stable is a.